Record 1
# CHBrClO4S

A structure of composition CHBrClO4S in a non-equilibrium geometry (ωB97M-V/def2-TZVPD, the OMol25 dataset).

Cartesian coordinates (Å):
C  -0.5728  -1.0860  0.1235
O  0.8282  0.7540  1.4334
O  0.9018  0.9049  -0.9664
O  1.8130  -1.0411  0.1516
O  -0.9653  -1.4742  -0.9174
S  0.8686  0.0182  0.2126
Cl  -1.6693  2.0863  -0.8396
Br  -0.8281  -1.8687  1.8229
H  -0.3760  1.7065  -1.0206

The total charge is -1. For the LUMO energy, the calculation gives 3.1 eV. The value obtained for the relative energy (zero: lowest compared OMol25 entry of this formula, charge and spin) is 20.0 kcal/mol. The spin multiplicity is 1.

Record 2
# ClH2NO3S

The molecule ClH2NO3S in a non-equilibrium geometry (ωB97M-V/def2-TZVPD, the OMol25 dataset).

Cartesian coordinates (Å):
O  -0.7367  -0.6055  1.4459
S  -0.4225  0.5014  0.5683
O  -1.4173  0.9670  -0.3837
Cl  0.5188  1.8720  1.6808
N  0.9658  -0.2328  -0.4800
O  0.2685  -0.9999  -1.4061
H  1.3947  -0.9177  0.1663
H  -0.5713  -0.5845  -1.5915

For the LUMO energy, the calculation gives -0.7 eV. The value obtained for the relative energy (zero: lowest compared OMol25 entry of this formula, charge and spin) is 1.3 kcal/mol. Its SMILES is O=S(=O)(Cl)NO. The spin multiplicity is 1.

Record 3
# C10H13O3

A cluster of 2 separate species, C10H13O3 in total in a non-equilibrium geometry (ωB97M-V/def2-TZVPD, the OMol25 dataset).

Cartesian coordinates (Å):
C  0.2280  3.1981  -0.9448
C  -0.5040  2.1621  -0.1566
C  1.7691  2.8361  -1.2346
O  2.0616  2.8125  -2.4366
O  2.5216  2.4990  -0.2923
H  -0.1154  3.4250  -1.9635
H  -0.0329  4.1478  -0.4907
H  -0.2973  1.9427  0.8828
H  -0.4676  1.2200  -0.6389
H  -1.4979  2.5121  -0.1998
C  -2.5129  -1.7387  -0.5727
C  -1.0023  -1.3906  1.3396
C  -1.0744  -1.7512  -0.0536
C  0.2210  -1.4593  2.0583
C  0.0973  -2.1846  -0.6606
C  1.3935  -1.7066  1.3649
C  1.3486  -2.0933  -0.0236
O  2.6252  -1.6113  1.9212
H  -1.9772  -1.4265  1.8017
H  0.2641  -1.1367  3.1350
H  -2.6688  -2.6853  -1.0630
H  -2.6555  -1.0417  -1.4016
H  0.2631  -2.4447  -1.7302
H  2.3253  -2.3195  -0.6623
H  2.9004  -0.5893  1.9525
H  -3.2126  -1.1760  0.0694

For the LUMO energy (alpha / beta), the calculation gives 0.7 / -3.5 eV. The value obtained for the relative energy (zero: lowest compared OMol25 entry of this formula, charge and spin) is 74.3 kcal/mol. The spin multiplicity is 2.

Record 4
# C44H62F32O5P

A cluster of 5 separate species, C44H62F32O5P in total in a non-equilibrium geometry (ωB97M-V/def2-TZVPD, the OMol25 dataset).

Cartesian coordinates (Å):
C  -0.5515  6.7256  4.6928
C  -1.4290  7.7441  3.7999
C  -2.8413  7.0984  3.3421
C  -2.5329  5.8388  2.3931
C  -3.8668  5.0703  1.8783
C  -4.0483  5.2684  0.2702
C  -4.7046  3.9974  -0.4504
C  -4.5376  3.9552  -2.0484
C  -4.1217  5.3438  -2.7275
C  -3.8633  5.2356  -4.3044
C  -2.5522  4.4037  -4.7277
C  -1.3970  4.3332  -3.6208
P  -0.0712  3.0825  -4.2500
C  0.3135  2.5650  -2.4090
C  1.6706  1.7189  -2.2700
C  1.4708  0.1447  -2.0193
C  0.3469  -0.5390  -2.9270
C  0.7270  -1.2263  -4.2752
C  -0.3916  -1.8829  -5.1260
C  -1.8869  -1.8722  -4.7216
C  -2.2817  -1.2133  -3.3819
C  -1.1577  -0.5867  -2.5316
C  1.3406  4.3775  -4.2465
O  1.0380  5.6252  -4.9337
C  1.4649  6.7805  -4.1908
C  3.0366  6.8203  -3.8541
H  0.1360  7.2757  5.4365
H  0.1130  6.0757  4.0134
H  -1.2730  6.0380  5.2574
H  -0.8413  7.9728  2.8342
H  -1.5693  8.7689  4.3135
H  -3.3450  7.8951  2.6724
H  -3.5191  6.8310  4.2302
H  -1.8728  6.1756  1.5206
H  -1.9043  5.0691  2.9835
H  -3.6644  3.9509  2.0428
H  -4.8009  5.3720  2.4660
H  -4.5971  6.2527  0.0392
H  -2.9795  5.3891  -0.1499
H  -5.8056  3.9230  -0.1026
H  -4.1900  3.0678  -0.0025
H  -5.5784  3.6874  -2.4759
H  -3.8530  3.0883  -2.3638
H  -3.2186  5.8601  -2.2641
H  -5.0186  6.0616  -2.5854
H  -3.8661  6.2745  -4.7753
H  -4.7762  4.6757  -4.7491
H  -2.0947  4.9617  -5.6325
H  -2.8742  3.3825  -5.1396
H  -0.9797  5.3449  -3.2947
H  -1.8397  3.8510  -2.6633
H  0.8237  2.0624  -4.7813
H  -0.3935  3.4867  -5.6174
H  -1.1505  2.0881  -4.3451
H  0.4276  3.4911  -1.7205
H  -0.6218  2.0172  -2.0036
H  2.2864  2.1437  -1.3856
H  2.3061  1.8309  -3.2187
H  2.4679  -0.3606  -2.3228
H  1.3489  -0.1054  -0.8986
H  1.8085  -1.2589  -4.6545
H  -0.1258  -2.4067  -6.1095
H  -2.7328  -2.3208  -5.3465
H  -3.3473  -1.1386  -2.9690
H  -1.4173  -0.0816  -1.5290
H  2.2241  3.8968  -4.8291
H  1.7330  4.5123  -3.1722
H  0.8159  6.9821  -3.2515
H  1.2650  7.6911  -4.8783
H  3.4128  7.8723  -3.5713
H  3.6862  6.3079  -4.6446
H  3.1771  6.1915  -2.8917
C  -0.0587  -3.5736  -0.0094
C  -1.5776  -3.8577  0.0438
C  -2.2338  -3.7499  1.4192
F  -1.7331  -4.6369  2.3048
F  -3.5647  -4.0145  1.3293
F  -1.8192  -5.0686  -0.5188
F  -2.1739  -2.9415  -0.7690
O  0.8099  -4.7183  -0.0170
C  1.1727  -5.2782  1.2269
C  0.6617  -6.7132  1.3918
F  -0.6842  -6.7740  1.3139
F  1.0058  -7.2104  2.6069
F  0.7874  -4.4613  2.2297
F  2.5263  -5.2767  1.2518
H  0.1231  -3.0972  -0.9782
H  0.2552  -2.8284  0.7257
H  -2.1226  -2.7468  1.8312
H  1.0749  -7.3660  0.6188
C  2.9551  -0.3772  5.7339
C  3.9475  -0.3298  4.5522
C  3.6352  0.6904  3.4569
F  2.4564  0.4534  2.8512
F  4.5793  0.6391  2.4832
F  4.0776  -1.5747  4.0345
F  5.1694  -0.0136  5.0765
O  1.9568  -1.4072  5.6958
C  0.7750  -1.1372  4.9725
C  0.5899  -2.0795  3.7790
F  1.6141  -1.9809  2.9071
F  -0.5382  -1.7712  3.0924
F  0.7421  0.1621  4.6253
F  -0.2442  -1.3153  5.8466
H  3.5488  -0.6185  6.6180
H  2.5218  0.6020  5.9541
H  3.6241  1.7085  3.8559
H  0.5239  -3.1195  4.1072
C  3.3413  -3.5092  10.1594
C  3.7006  -2.7126  8.8872
C  3.9988  -3.5441  7.6390
F  5.0636  -4.3518  7.7993
F  4.2930  -2.7322  6.5909
F  4.7243  -1.8702  9.1681
F  2.6272  -1.9148  8.6059
O  4.3926  -3.7183  11.1124
C  5.2453  -4.8253  10.9057
C  6.6986  -4.4084  10.6564
F  6.8092  -3.6207  9.5663
F  7.4788  -5.4943  10.4352
F  4.7477  -5.6062  9.9292
F  5.1790  -5.5609  12.0402
H  2.6134  -2.8984  10.7014
H  2.8078  -4.4361  9.9332
H  3.1375  -4.1548  7.3543
H  7.1001  -3.8598  11.5123
C  -2.7481  -7.3830  -8.1629
C  -2.9267  -6.1784  -9.1115
C  -1.7385  -5.8604  -10.0199
F  -0.6309  -5.5363  -9.3283
F  -2.0207  -4.7907  -10.8071
F  -3.2885  -5.0952  -8.3853
F  -3.9961  -6.4643  -9.9146
O  -2.3808  -7.0933  -6.8080
C  -1.0051  -6.9299  -6.5294
C  -0.6691  -5.5191  -6.0346
F  -0.9968  -4.5811  -6.9487
F  0.6602  -5.3933  -5.8057
F  -0.2776  -7.2991  -7.6015
F  -0.7154  -7.8265  -5.5575
H  -3.7359  -7.8447  -8.0739
H  -2.1177  -8.1641  -8.5963
H  -1.5057  -6.7037  -10.6762
H  -1.2041  -5.2911  -5.1089

The total charge is -1. For the LUMO energy, the calculation gives 1.4 eV. The value obtained for the relative energy (zero: lowest compared OMol25 entry of this formula, charge and spin) is 131.1 kcal/mol. The spin multiplicity is 1.

Record 5
# C10H36N8O8

A cluster of 8 separate species, C10H36N8O8 in total in a non-equilibrium geometry (ωB97M-V/def2-TZVPD, the OMol25 dataset).

Cartesian coordinates (Å):
N  0.8417  -3.7892  -3.7591
C  -0.1430  -3.6470  -2.9612
N  -0.4344  -2.3912  -2.8576
O  -0.7854  -4.6844  -2.4742
H  1.1449  -4.6993  -3.9840
H  0.9247  -3.1223  -4.5136
H  -1.1953  -2.2487  -2.1338
H  -0.2577  -1.6442  -3.6052
N  2.8467  -2.8470  -2.3111
C  2.7909  -1.7953  -1.5859
N  1.7138  -1.0883  -1.6951
O  3.9064  -1.3652  -0.8647
H  3.7449  -3.4043  -2.1530
H  2.0681  -3.3467  -2.7577
H  1.6487  -0.0857  -1.4398
H  0.8909  -1.5993  -2.0436
N  2.0139  -1.7131  3.1415
C  1.3794  -2.6914  2.5250
N  1.6039  -2.4939  1.2227
O  0.9223  -3.8581  3.1080
H  2.1262  -1.8955  4.1442
H  2.4312  -0.9304  2.6788
H  1.2507  -3.2332  0.5469
H  1.9910  -1.6028  0.8570
N  0.3254  2.7029  1.2651
C  1.3043  3.4956  1.0378
N  1.1020  4.6662  0.5608
O  2.5760  3.0521  1.5155
H  0.3839  1.8569  1.7794
H  -0.6271  2.9605  0.9575
H  1.9151  5.2086  0.2847
H  0.2399  5.0205  0.0163
C  -0.7433  2.9222  -1.8556
C  0.2281  1.7814  -2.1112
O  0.7744  1.1843  -0.9927
H  -0.2675  3.6545  -1.2504
H  -1.5043  2.4606  -1.1899
H  -1.1444  3.2948  -2.8076
H  1.0494  2.2317  -2.7236
H  -0.2595  0.9738  -2.6372
H  0.7211  1.8511  -0.2705
C  -2.3423  -0.1509  0.1745
C  -1.3493  -1.2394  -0.0063
O  -2.1277  -2.3466  -0.6759
H  -3.0323  -0.4396  0.9454
H  -2.9389  0.0834  -0.6779
H  -1.8949  0.8309  0.3679
H  -1.0734  -1.5606  0.9794
H  -0.5518  -0.9298  -0.5970
H  -1.8926  -3.1895  -0.2404
C  -0.9250  0.2300  3.3386
O  0.0940  0.2162  2.4359
H  -1.1050  1.1783  3.7922
H  -0.5693  -0.4297  4.1129
H  -1.8034  -0.1263  2.8446
H  0.6054  -0.5325  2.7293
C  -3.3580  2.9456  1.9912
O  -2.3405  3.6875  1.2939
H  -4.1827  2.5228  1.3427
H  -3.8108  3.6724  2.5572
H  -2.9692  2.2024  2.6841
H  -1.9305  4.2343  1.9448

For the LUMO energy, the calculation gives 0.1 eV. The value obtained for the relative energy (zero: lowest compared OMol25 entry of this formula, charge and spin) is 177.7 kcal/mol. Its SMILES is NC(N)=O.NC(N)=O.NC(N)=O.NC(N)=O.CCO.CCO.CO.CO. The spin multiplicity is 1.

Record 6
# CHBrFI

A structure of composition CHBrFI in a non-equilibrium geometry (ωB97M-V/def2-TZVPD, the OMol25 dataset).

Cartesian coordinates (Å):
C  0.0948  -0.1894  -0.1550
F  0.0249  -1.3092  0.4925
Br  -1.8568  0.3836  -0.4783
I  0.9353  1.2463  1.2876
H  0.8017  -0.1313  -1.1468

For the LUMO energy, the calculation gives -0.4 eV. The value obtained for the relative energy (zero: lowest compared OMol25 entry of this formula, charge and spin) is 6.3 kcal/mol. The spin multiplicity is 1.

Record 7
# C3H13O4

A cluster of 4 separate species, C3H13O4 in total in a non-equilibrium geometry (ωB97M-V/def2-TZVPD, the OMol25 dataset).

Cartesian coordinates (Å):
C  -0.4759  -0.2338  -0.8247
O  -0.8404  0.8599  -0.2486
C  0.8335  -0.3187  -1.6258
C  1.2892  -1.8249  -1.7525
H  -1.4641  -0.4452  -1.5245
H  -0.3624  -0.9151  0.0521
H  1.5795  0.1637  -1.0310
H  0.8663  0.0862  -2.6999
H  1.5124  -2.0797  -0.5938
H  2.2252  -1.8481  -2.3035
H  0.5512  -2.5368  -2.1209
H  -1.6345  1.5139  0.7746
H  -0.8094  2.5240  1.4284
O  -1.7058  2.4646  1.3757
H  -0.8979  -2.1292  1.0507
H  0.0781  -2.5849  2.1067
O  -0.3992  -3.0266  1.4186
H  1.3214  2.5622  0.3128
H  0.5290  1.4575  0.7620
O  1.2736  2.0142  1.0798

The total charge is -1. For the LUMO energy, the calculation gives 3.7 eV. The value obtained for the relative energy (zero: lowest compared OMol25 entry of this formula, charge and spin) is 53.1 kcal/mol. The spin multiplicity is 1.

Record 8
# C22H12F17INO8

A structure of composition C22H12F17INO8 in a non-equilibrium geometry (ωB97M-V/def2-TZVPD, the OMol25 dataset).

Cartesian coordinates (Å):
F  6.2751  1.0702  2.3034
C  5.1028  1.6915  2.5868
F  5.1865  2.2795  3.8137
F  4.8818  2.6442  1.6681
C  3.9286  0.6371  2.5874
F  4.4387  -0.5594  2.1707
F  3.4724  0.4898  3.8607
C  2.7541  0.9186  1.6115
F  1.9552  -0.1836  1.6626
F  3.3118  1.0156  0.3711
C  1.8290  2.1768  1.7817
F  2.4521  3.2427  1.1930
F  0.6732  1.9030  1.1056
C  1.5431  2.5902  3.2270
F  2.7774  2.9449  3.7135
F  1.0979  1.5082  3.9383
C  0.5837  3.8218  3.4859
F  0.0589  3.6467  4.7400
F  1.3974  4.9216  3.5064
C  -0.5861  4.1849  2.5309
F  -0.0461  4.4861  1.3088
F  -1.0551  5.3555  3.0704
C  -1.7823  3.1544  2.3904
F  -2.8911  3.8506  2.8055
F  -1.9336  2.9429  1.0438
C  -1.6672  1.8399  3.1084
C  -3.0087  1.0456  3.2633
N  -2.7319  -0.3539  3.4935
I  -2.6924  -1.3464  1.6754
H  -1.2722  1.9563  4.1056
H  -1.0290  1.1645  2.5588
H  -3.4916  1.4215  4.1612
H  -3.6413  1.2389  2.4010
C  -3.8820  -2.9181  -2.9406
C  -4.1204  -3.5027  -4.1199
C  -4.1410  -4.9954  -4.2859
O  -4.3834  -5.4313  -5.3994
C  -3.8731  -5.8252  -3.1286
C  -3.6309  -5.2431  -1.9444
C  -3.6291  -3.7508  -1.7739
O  -3.4074  -3.3253  -0.6612
O  -3.3756  -5.9118  -0.8331
O  -4.3611  -2.8290  -5.2421
H  -3.8664  -1.8450  -2.8079
H  -3.8774  -6.8976  -3.2612
H  -3.2476  -5.2363  -0.1370
H  -4.5006  -3.5057  -5.9272
C  2.3024  -1.7884  -3.7375
C  1.2385  -1.6096  -2.9414
C  0.8894  -0.2649  -2.3632
O  -0.1064  -0.2117  -1.6780
C  1.7552  0.8655  -2.6639
C  2.8187  0.6817  -3.4528
C  3.1536  -0.6570  -4.0492
O  4.1347  -0.7172  -4.7699
O  3.6664  1.6514  -3.7839
O  0.4093  -2.5767  -2.5904
H  2.5607  -2.7493  -4.1589
H  1.5026  1.8241  -2.2356
H  4.3298  1.2343  -4.3608
H  -0.2502  -2.1649  -1.9961

The total charge is -1. For the LUMO energy, the calculation gives 0.4 eV. The spin multiplicity is 1.

The records above yield energy values of -102645.646 -31019.470 -16719.229 -153109.517 -39250.938 -81912.717 -11510.731 -95175.225 eV, respectively.